{
  "formula": "C30H46BrN3P2SeSn",
  "method": "ωB97M-V with the def2-TZVPD basis set",
  "species": ["Sn", "Br", "Se", "P", "P", "N", "N", "N", "C", "C", "C", "C", "C", "C", "C", "C", "C", "C", "C", "C", "C", "C", "C", "C", "C", "C", "C", "C", "C", "C", "C", "C", "C", "C", "C", "C", "C", "C", "H", "H", "H", "H", "H", "H", "H", "H", "H", "H", "H", "H", "H", "H", "H", "H", "H", "H", "H", "H", "H", "H", "H", "H", "H", "H", "H", "H", "H", "H", "H", "H", "H", "H", "H", "H", "H", "H", "H", "H", "H", "H", "H", "H", "H", "H"],
  "xyz": [[-1.3130, -0.0164, 1.2176], [1.8110, -1.0339, 6.7828], [-3.7756, 0.0094, 1.8107], [-0.8387, 0.1088, -1.9955], [0.2888, 2.3081, 1.0880], [3.6430, -2.1872, -4.3259], [-3.3192, -2.8947, 0.9585], [-3.0754, -2.5979, 3.1273], [0.6987, -1.0566, 4.1529], [-2.3395, 1.0945, -2.5588], [3.8010, -0.9770, -2.3109], [2.8828, -3.1349, -3.8017], [0.6390, -1.2925, 2.7785], [0.8339, 0.7213, -4.3872], [1.8186, -1.4875, 4.8186], [-2.3540, 1.8268, -3.9012], [0.0425, 5.0276, 0.0188], [2.5226, -3.0804, -2.4574], [2.0301, 2.2303, 1.6172], [2.9206, -2.0600, -0.2890], [-3.1961, -1.9144, 1.9299], [-3.3768, -4.1552, 1.5587], [4.0887, -1.1333, -3.6563], [-2.8365, -1.9784, 4.4148], [-0.9780, -1.4729, -2.9993], [-0.6820, 3.0664, 2.4708], [0.0161, 3.9795, 3.4789], [-1.7134, -1.4801, -4.3390], [-3.4698, -2.6346, -0.4597], [2.3187, -1.9226, 0.8154], [2.8929, 3.4947, 1.5735], [2.9146, -2.2778, 2.8662], [-3.2136, -3.9754, 2.9042], [0.5699, 0.9553, -2.9045], [2.9561, -2.1482, 4.2433], [3.0885, -2.0337, -1.7064], [0.2367, 3.5312, -0.3112], [1.8163, -1.8006, 2.1346], [0.8946, 5.4408, 0.5860], [3.7862, -2.4971, 4.8176], [2.5253, 4.2836, 2.2352], [-1.5127, 2.5246, -4.0001], [-0.5284, -1.2670, 2.5328], [-0.6572, 4.2736, 4.2995], [-3.2856, -0.9812, 4.4530], [2.5137, -3.9720, -4.3935], [-3.1943, -1.5924, -0.6880], [-1.5638, 3.5897, 2.0468], [1.1500, 3.3952, -0.9264], [0.8876, 3.5075, 3.9359], [3.9310, 3.3064, 1.8871], [4.6846, -0.3752, -4.1503], [0.4793, 2.0297, -2.6962], [2.4872, 1.4718, 0.9640], [-2.4791, 1.8531, -1.7703], [0.3537, 4.9088, 3.0104], [-2.7490, -1.1312, -4.2378], [-0.6098, 3.2144, -0.9524], [-0.0074, 0.9887, -5.0298], [-0.0537, 5.6315, -0.9051], [-2.8197, -3.2933, -1.0508], [2.0632, 1.7971, 2.6249], [-2.3541, 1.1486, -4.7648], [-1.7600, -1.8886, 4.6117], [1.1137, -0.3146, -4.6002], [-3.1832, -4.6942, 3.7129], [-1.2137, -0.8786, -5.1075], [4.1095, -0.1196, -1.6958], [-0.1094, -0.5954, 4.7027], [-3.5292, -5.0655, 0.9889], [-1.4803, -2.1973, -2.3391], [-3.2752, -2.5884, 5.2145], [1.6751, 1.3407, -4.7286], [0.0459, -1.8630, -3.1200], [1.8637, -3.8032, -1.9582], [-3.2772, 2.4246, -3.9837], [-1.1084, 2.2111, 3.0126], [-0.8732, 5.1909, 0.6120], [2.9521, 3.9286, 0.5726], [1.4676, 0.6306, -2.3639], [-4.5041, -2.7818, -0.7978], [-3.2111, 0.4213, -2.4756], [3.7591, -2.7123, 2.2913], [-1.7530, -2.5086, -4.7335]],
  "forces_ev_per_angstrom": [[1.47, 1.14, -3.20], [0.19, -0.59, -1.75], [-0.81, -1.38, 0.35], [-0.31, 0.25, -1.91], [-0.46, 1.28, 0.14], [0.44, -0.21, -1.64], [-0.29, 0.55, 1.65], [-0.52, -0.29, -1.78], [0.96, -0.69, -0.41], [-0.02, -0.01, 0.60], [-0.20, -0.68, 0.64], [-0.41, 0.46, 1.09], [-0.90, -0.78, 0.71], [-0.09, -0.06, -0.48], [1.78, 0.11, 2.36], [-0.18, 0.08, -0.37], [0.12, 0.19, 0.33], [0.47, 0.34, 0.33], [0.72, -0.61, 0.08], [-3.65, 1.23, 4.53], [-1.00, -1.36, 0.52], [0.32, 0.96, 0.18], [-0.63, -0.09, 0.74], [0.04, 0.21, 0.89], [0.05, -0.37, 0.68], [-0.41, 0.19, 0.23], [0.10, 0.41, 0.12], [-0.07, 0.00, -0.34], [-0.19, 0.25, -0.98], [0.62, -0.13, -6.01], [0.06, 0.62, 0.02], [0.50, 0.13, 1.54], [0.18, 1.13, -0.46], [0.32, 0.14, 0.82], [-2.24, 1.06, 0.08], [0.23, -0.03, -0.13], [-0.29, 0.05, -0.65], [0.17, -0.46, 0.04], [-0.37, -0.21, -0.22], [0.22, -0.05, 0.42], [-0.07, -0.17, -0.06], [-0.17, -0.21, 0.03], [3.64, -0.92, 0.11], [0.10, -0.23, -0.35], [0.02, -0.28, -0.12], [0.31, 0.35, -0.33], [-0.09, -0.43, 0.26], [0.43, -0.31, -0.01], [-0.42, -0.09, 0.40], [-0.06, -0.06, -0.05], [-0.41, -0.28, -0.10], [-0.04, -0.21, -0.39], [-0.08, -0.19, -0.04], [-0.07, 0.05, 0.12], [-0.06, -0.19, -0.10], [-0.04, -0.15, 0.01], [0.24, -0.06, -0.05], [0.39, 0.08, 0.23], [0.05, -0.07, 0.16], [0.05, -0.49, 0.41], [-0.16, 0.09, 0.40], [-0.16, -0.03, -0.12], [0.12, 0.18, 0.32], [-0.30, -0.15, -0.14], [-0.08, 0.08, 0.08], [0.04, 0.18, -0.15], [-0.17, -0.10, 0.29], [0.11, -0.51, -0.44], [-0.03, -0.06, -0.04], [0.13, 0.29, 0.08], [0.21, 0.14, -0.14], [0.07, 0.12, -0.34], [-0.13, -0.12, 0.28], [-0.22, 0.20, 0.09], [0.52, 0.17, -0.34], [0.33, -0.20, 0.12], [0.02, 0.05, 0.12], [0.37, -0.03, -0.25], [-0.07, -0.13, 0.01], [-0.03, 0.07, 0.05], [0.21, -0.01, 0.29], [0.25, 0.18, 0.00], [-0.68, 0.37, 0.74], [0.01, 0.31, 0.22]],
  "homo_energy_ev": -13.03,
  "homo_lumo_gap_ev": 6.46,
  "charge": 2,
  "de_lowest_kcal_mol": 10.1,
  "e_lumo_ev": -6.57
}